Record 1
A structure of composition C33H51AuN5O4P2Se3Te2. Source: OMol25; level of theory: ωB97M-V with the def2-TZVPD basis set.

Geometry as ORCA input:
```
! wB97M-V def2-TZVPD RIJCOSX def2/J DEFGRID3
* xyz 0 2
Au -1.6652 1.0043 0.9465
Se -3.1385 -1.3534 0.5183
Se -4.4105 -0.6902 -1.2110
Te -4.9617 1.7788 -0.9471
Se -4.1150 2.4057 1.1965
C -1.7004 3.6983 4.1059
N -0.5256 2.8316 4.2587
C 0.7161 3.4573 3.8168
P -0.8477 1.2351 4.2272
O -1.7784 0.7357 3.1738
O 0.6002 0.5367 4.1481
P 1.4642 0.2744 2.7839
O 0.9730 1.1489 1.6986
N 3.0062 0.6057 3.2060
C 3.6789 -0.1325 4.2631
C 3.8816 1.3544 2.3132
N 1.3546 -1.3514 2.6469
C 2.3519 -2.0510 1.8367
C 0.0446 -2.0074 2.6107
N -1.4811 0.8413 5.6768
C -2.4355 -0.2565 5.8027
C -0.7605 1.1564 6.9008
H -1.5553 4.6093 4.6882
H -2.5963 3.1996 4.4722
H -1.8523 3.9619 3.0561
H 0.9016 4.3369 4.4373
H 0.6573 3.7638 2.7726
H 1.5581 2.7819 3.9300
H 2.9624 -0.7081 4.8445
H 4.1911 0.5597 4.9345
H 4.4205 -0.8226 3.8484
H 3.2951 1.8374 1.5360
H 4.6150 0.6887 1.8462
H 4.4219 2.1186 2.8759
H 3.2756 -1.4794 1.7751
H 1.9840 -2.2178 0.8220
H 2.5770 -3.0169 2.2929
H -0.7076 -1.4200 3.1322
H 0.1205 -2.9859 3.0880
H -0.2908 -2.1437 1.5794
H -2.9216 -0.4420 4.8502
H -3.1967 0.0124 6.5366
H -1.9381 -1.1717 6.1393
H -0.0660 1.9772 6.7322
H -0.2001 0.2873 7.2588
H -1.4637 1.4600 7.6780
C -1.5784 -6.8910 -3.5725
C -1.5353 -5.4034 -3.3480
C -2.4130 -4.5528 -3.9993
C -2.3863 -3.1710 -3.8078
C -3.3892 -2.3332 -4.5629
C -1.4289 -2.6351 -2.9425
Te -1.3092 -0.4831 -2.8000
N -1.2888 1.1990 -1.0505
C -1.1838 2.3002 -1.7835
O -1.0006 2.2708 -3.0083
C -1.3121 3.6488 -1.1120
C -2.1008 4.6083 -1.7349
C -2.2653 5.8597 -1.1625
C -1.6100 6.1769 0.0201
C -0.7848 5.2367 0.6214
C -0.6431 3.9714 0.0654
C 0.6964 -0.4393 -3.5225
C 1.7913 -0.1240 -2.7090
C 1.6861 0.2815 -1.2641
C 3.0695 -0.1593 -3.2663
C 3.2914 -0.4870 -4.5927
C 4.6777 -0.5040 -5.1784
C 2.1866 -0.7743 -5.3807
C 0.8929 -0.7472 -4.8763
C -0.2363 -1.0537 -5.8253
C -0.5645 -3.4784 -2.2343
C 0.4154 -2.9540 -1.2226
C -0.6238 -4.8473 -2.4583
H -2.2841 -7.1511 -4.3603
H -1.8807 -7.4171 -2.6651
H -0.5970 -7.2729 -3.8578
H -3.1489 -4.9697 -4.6785
H -4.1218 -2.9769 -5.0479
H -2.9110 -1.7276 -5.3340
H -3.9261 -1.6472 -3.9067
H -2.5810 4.3530 -2.6702
H -2.8981 6.5941 -1.6441
H -1.7267 7.1589 0.4604
H -0.2494 5.4961 1.5265
H 0.0155 3.2409 0.5236
H 0.9088 -0.2527 -0.7215
H 1.4342 1.3374 -1.1653
H 2.6423 0.1154 -0.7656
H 3.9172 0.0791 -2.6317
H 5.4375 -0.5003 -4.3972
H 4.8449 0.3715 -5.8089
H 4.8344 -1.3860 -5.8003
H 2.3295 -1.0196 -6.4280
H 0.0979 -0.9346 -6.8548
H -1.0835 -0.3846 -5.6691
H -0.5934 -2.0790 -5.6990
H -0.0580 -2.1956 -0.5942
H 1.2803 -2.4942 -1.7064
H 0.7699 -3.7624 -0.5822
H 0.0517 -5.4986 -1.9129
*
```

Summary:
- highest occupied orbital energy (spin up / spin down) (Ha) = -0.2313 / -0.2331
- frontier orbital gap (spin up / spin down) (eV) = 5.2 / 4.9

Atom charges from the Mulliken analysis, given in e for atoms 1 to 5: 1.1579, -0.3667, -0.1841, -0.0060, -0.3891


Record 2
A structure of composition C12H28IrNO3P2. Source: OMol25; level of theory: ωB97M-V with the def2-TZVPD basis set.

Geometry as ORCA input:
```
! wB97M-V def2-TZVPD RIJCOSX def2/J DEFGRID3
* xyz 0 5
C -0.8455 1.0553 -4.2002
C -0.9773 0.6462 -2.8496
N -0.0625 1.1305 -1.9254
C 0.8067 2.0964 -2.2431
C 0.8585 2.6039 -3.5472
C 0.0488 2.0457 -4.5320
C -1.9733 -0.2356 -2.3700
P -2.1129 -0.5168 -0.6366
Ir -0.0097 0.1574 0.0198
P 1.8655 1.4180 0.2448
C 1.7228 2.6204 -1.1532
O -0.7800 -3.5098 -4.8579
O 0.1863 -5.4522 0.3206
H -1.4837 0.5575 -4.9415
H 1.5835 3.3806 -3.7618
H 0.1393 2.3890 -5.5729
C -3.4688 0.5233 -0.0170
C -2.4238 -2.2121 -0.0773
H 2.7225 2.8606 -1.5338
H 1.3158 3.5443 -0.7285
H -0.9405 -4.4528 -4.8924
H -2.5755 -0.7606 -3.1031
C 2.0949 2.3307 1.7992
C 3.4054 0.5152 -0.0913
H 1.1443 -0.6532 -0.7791
H 0.7671 -5.5080 1.0950
H 0.7487 -5.1043 -0.3674
H 0.1871 -3.4186 -4.8508
H -0.7542 1.4467 0.6363
H 0.6678 -1.3099 -0.5289
H -4.3957 0.2777 -0.5497
H -3.6049 0.3595 1.0576
H -3.2169 1.5771 -0.1924
H -3.2254 -2.6593 -0.6826
H -1.5163 -2.8277 -0.1491
H -2.7290 -2.1664 0.9774
H 4.2629 1.1966 -0.1434
H 3.5849 -0.2227 0.6982
H 3.3057 -0.0096 -1.0491
H 3.0795 2.8206 1.8239
H 1.3118 3.0953 1.9015
H 2.0187 1.6380 2.6505
C -0.1347 -0.2049 3.0766
O -0.3168 -0.7577 1.7898
H 0.8488 -0.5275 3.4631
H -0.9121 -0.6763 3.6968
H -0.2183 0.9000 3.1278
*
```

Summary:
- relative energy (zero: lowest compared OMol25 entry of this formula, charge and spin) (kJ/mol) = 0.0
- highest occupied orbital energy (spin up / spin down) (Ha) = -0.1292 / -0.2933
- frontier orbital gap (spin up / spin down) (eV) = 3.8 / 6.9

Atom charges from the Mulliken analysis, given in e for atoms 1 to 5: -0.8151, 0.6824, 0.0654, 0.3879, -0.5949


Record 3
The molecule C19H18F4N2O4S. Source: OMol25; level of theory: ωB97M-V with the def2-TZVPD basis set.

Geometry as ORCA input:
```
! wB97M-V def2-TZVPD RIJCOSX def2/J DEFGRID3
* xyz 0 1
C 2.3448 -2.2479 -5.4753
O 2.2534 -2.7215 -4.1069
C 1.9123 -1.7633 -3.0332
C 2.2173 -2.2902 -1.6948
N 1.0327 -2.2194 -0.7858
C 0.7863 -1.1024 -0.0258
O 1.4950 -0.1230 -0.1908
C -0.2491 -1.1606 0.9423
C -1.1214 -0.1355 1.2138
N -0.9436 1.1076 0.6241
C -1.4708 2.3398 0.9628
O -2.1574 2.3682 1.9324
C -0.8870 3.5884 0.5228
C 0.0941 3.9743 1.3923
F 0.3297 3.5163 2.5614
C 0.7508 5.1033 1.1012
C 0.3877 5.9324 0.0384
C -0.6791 5.5499 -0.8536
C -1.3868 4.3354 -0.5551
C -2.6710 4.0178 -1.3882
F -3.5578 3.2530 -0.6225
F -3.4649 5.0172 -1.6699
F -2.4959 3.3616 -2.4880
S -2.4098 -0.6291 2.3458
C -1.5387 -2.0593 2.6704
C -0.5141 -2.3295 1.7679
C 0.1169 -3.6738 2.0383
C -0.0801 -4.2691 3.4269
O -1.4493 -4.2683 3.7265
C -1.9719 -2.9453 3.8298
H 2.5278 -3.0927 -6.1130
H 1.4440 -1.7152 -5.6638
H 3.1034 -1.5106 -5.5152
H 0.8232 -1.4977 -3.0846
H 2.4741 -0.8385 -3.2029
H 2.5121 -3.3215 -1.7570
H 3.0581 -1.6206 -1.1994
H 0.5553 -3.0272 -0.5379
H -0.0937 1.2134 0.0392
H 1.5435 5.5551 1.6344
H 0.9822 6.7477 -0.3637
H -0.8744 6.1927 -1.7313
H 1.2341 -3.5628 1.8286
H -0.3129 -4.4444 1.2841
H 0.2778 -5.3211 3.3598
H 0.6079 -3.7706 4.1542
H -3.0210 -2.9573 3.8119
H -1.5138 -2.5560 4.8495
*
```

Summary:
- relative energy (zero: lowest compared OMol25 entry of this formula, charge and spin) (kJ/mol) = 317.5
- highest occupied orbital energy (Ha) = -0.2955
- frontier orbital gap (eV) = 8.3
- SMILES = COCCNC(=O)c1c(NC(=O)c2c(F)cccc2C(F)(F)F)sc2c1CCOC2

Atom charges from the Mulliken analysis, given in e for atoms 1 to 5: -0.7325, -0.3564, -0.4188, -0.6422, -0.2335


Record 4
A structure of composition C52H49BGeI3N6O2Ru. Source: OMol25; level of theory: ωB97M-V with the def2-TZVPD basis set.

Geometry as ORCA input:
```
! wB97M-V def2-TZVPD RIJCOSX def2/J DEFGRID3
* xyz 1 5
Ru -0.5349 -1.3214 1.3171
C -3.5307 -3.9324 5.1160
C -2.7478 -2.7799 4.5882
C -2.4732 -1.5634 5.1919
C -1.7297 -0.8388 4.2651
N -1.5356 -1.5938 3.1779
N -2.1866 -2.7735 3.3674
B -2.2736 -3.8293 2.2418
N -0.8603 -4.3690 1.9527
N 0.1555 -3.5037 1.6858
C 1.2899 -4.2183 1.6790
C 0.9935 -5.5552 1.9498
C -0.3762 -5.6135 2.1187
C -1.2351 -6.7947 2.4169
C 2.6480 -3.6506 1.5162
C 3.1054 -3.1150 0.3161
C 4.3687 -2.5456 0.2410
C 5.1910 -2.5220 1.3577
C 4.7521 -3.0811 2.5502
C 3.4883 -3.6451 2.6290
N -2.8660 -3.1389 0.9898
N -2.5753 -1.8417 0.6778
C -3.2663 -1.5351 -0.4285
C -4.0012 -2.6429 -0.8357
C -3.7169 -3.6419 0.0824
C -4.2181 -5.0426 0.1313
C -3.2635 -0.1900 -1.0210
C -3.1767 -0.0299 -2.4007
C -3.2869 1.2331 -2.9638
C -3.4765 2.3438 -2.1530
C -3.5500 2.1910 -0.7743
C -3.4488 0.9289 -0.2115
C -1.3140 0.5690 4.3200
C -1.6392 1.4133 3.2607
C -1.3106 2.7596 3.3153
C -0.6635 3.2679 4.4317
C -0.3453 2.4292 5.4932
C -0.6686 1.0834 5.4406
H -3.8633 -3.7134 6.1276
H -2.9265 -4.8392 5.1423
H -4.4064 -4.1311 4.4988
H -2.8198 -1.2236 6.1521
H -2.9801 -4.7247 2.5818
H 1.6937 -6.3706 1.9987
H -0.6106 -7.6789 2.5198
H -1.9522 -6.9744 1.6154
H -1.7963 -6.6619 3.3412
H 2.4754 -3.1332 -0.5605
H 4.7062 -2.1204 -0.6946
H 6.1737 -2.0741 1.2984
H 5.3928 -3.0757 3.4218
H 3.1382 -4.0688 3.5622
H -4.6896 -2.6989 -1.6608
H -4.9708 -5.1914 -0.6390
H -4.6578 -5.2765 1.0998
H -3.4026 -5.7450 -0.0493
H -3.0323 -0.8984 -3.0322
H -3.2220 1.3491 -4.0377
H -3.5648 3.3280 -2.5942
H -3.7121 3.0533 -0.1410
H -3.5669 0.7946 0.8570
H -2.1830 1.0181 2.4066
H -1.5725 3.4132 2.4933
H -0.4108 4.3185 4.4802
H 0.1593 2.8267 6.3633
H -0.4218 0.4276 6.2659
I 1.9423 0.9669 2.7134
C 1.1829 -0.9661 2.4091
H 1.9102 -1.4646 1.7693
H 1.0845 -1.4725 3.3634
O 1.8295 0.6524 -1.0267
C 0.7963 0.8839 -0.4782
O 0.0125 -0.1712 -0.0738
C 0.1969 2.2431 -0.2386
C -0.0966 3.0060 -1.5289
Ge 1.3941 3.2914 -2.7939
C 1.5833 1.7542 -3.9762
C 2.6423 1.6808 -4.8806
C 2.7355 0.6370 -5.7903
C 1.7520 -0.3419 -5.8280
C 0.6842 -0.2754 -4.9451
C 0.6064 0.7622 -4.0249
C 0.8319 4.7885 -3.8861
C 1.4860 6.0165 -3.9105
C 1.0165 7.0528 -4.7081
C -0.1107 6.8709 -5.4941
C -0.7681 5.6475 -5.4882
C -0.2968 4.6160 -4.6905
C 2.9972 3.7043 -1.7653
C 4.1231 2.8844 -1.7793
C 5.2215 3.1730 -0.9816
C 5.2065 4.2824 -0.1474
C 4.0895 5.1048 -0.1149
C 2.9962 4.8165 -0.9214
H 0.9320 2.7989 0.3480
H -0.7008 2.1325 0.3717
H -0.4135 4.0162 -1.2547
H -0.9442 2.5705 -2.0599
H 3.4112 2.4459 -4.8796
H 3.5686 0.5952 -6.4796
H 1.8152 -1.1478 -6.5472
H -0.0926 -1.0299 -4.9783
H -0.2352 0.7928 -3.3401
H 2.3776 6.1707 -3.3150
H 1.5368 8.0014 -4.7183
H -0.4732 7.6783 -6.1161
H -1.6399 5.4965 -6.1108
H -0.8075 3.6580 -4.7092
H 4.1392 2.0005 -2.4050
H 6.0909 2.5286 -1.0093
H 6.0641 4.5077 0.4731
H 4.0710 5.9721 0.5324
H 2.1325 5.4733 -0.8863
I -0.0941 -2.5212 -1.5906
I -0.4855 -5.1222 -1.9573
*
```

Summary:
- relative energy (zero: lowest compared OMol25 entry of this formula, charge and spin) (kJ/mol) = 0.0
- highest occupied orbital energy (spin up / spin down) (Ha) = -0.3908 / -0.3908
- frontier orbital gap (spin up / spin down) (eV) = 6.9 / 5.4

Atom charges from the Mulliken analysis, given in e for atoms 1 to 5: 0.7654, -1.4082, 0.9583, -1.2692, -1.3361


Record 5
A structure of composition C5H9NO. Source: OMol25; level of theory: ωB97M-V with the def2-TZVPD basis set.

Geometry as ORCA input:
```
! wB97M-V def2-TZVPD RIJCOSX def2/J DEFGRID3
* xyz 0 1
C -1.3452 -1.2452 -0.7952
C -0.8060 0.0050 -0.1301
O -1.3040 0.1437 1.1894
C 0.7150 -0.0367 0.2019
C 1.7641 0.5028 -0.7596
C 0.4367 0.7882 1.4076
N 0.2928 1.7378 2.1241
H -0.9447 -1.3687 -1.8085
H -2.4356 -1.1799 -0.8556
H -1.0913 -2.1264 -0.1969
H -1.0206 0.8913 -0.7536
H -0.8531 1.2961 1.8721
H 0.9532 -1.0532 0.5331
H 2.6975 0.7368 -0.2384
H 1.4154 1.4108 -1.2616
H 1.9872 -0.2507 -1.5211
*
```

Summary:
- relative energy (zero: lowest compared OMol25 entry of this formula, charge and spin) (kJ/mol) = 405.9
- highest occupied orbital energy (Ha) = -0.3478
- frontier orbital gap (eV) = 10.3

Atom charges from the Mulliken analysis, given in e for atoms 1 to 5: -1.4045, 0.3962, -0.7333, 0.2709, -1.3265


| no. | F_max (Eh/bohr) |
| --- | --- |
| 1 | 0.014 |
| 2 | 0.077 |
| 3 | 0.085 |
| 4 | 0.013 |
| 5 | 0.018 |